Entry 1:
Formula: C6H11NS
Source: the Open Molecules 2025 dataset
Level of theory: ωB97M-V/def2-TZVPD

Computed properties:
Charge = 0
DFT total energy = -18722.9250 eV
Energy relative to the best compared isomer or geometry (same formula, charge and spin) = 247.9 kJ/mol
E_HOMO = -8.75 eV
HOMO-LUMO gap = 9.60 eV

Last column: Mulliken charge in e.
Positions of all 19 atoms, in Å:
C -2.52 1.26 1.45  -0.947
C -1.70 -0.03 0.95  0.600
N -1.07 -0.83 1.64  -0.583
C -0.15 -1.73 0.91  -0.545
C -0.39 -1.66 -0.60  -0.455
S -1.40 -0.05 -0.73  -0.208
H -3.55 1.42 0.92  0.285
H -1.83 2.04 1.19  0.314
H -2.44 1.14 2.66  0.268
H -0.24 -2.70 1.36  0.343
H 0.84 -1.35 1.05  0.277
H -0.98 -2.44 -0.97  0.420
H 0.65 -1.74 -1.20  0.245
C 3.05 1.19 -1.22  -0.497
C 1.89 0.96 -1.62  -0.350
H 3.35 2.16 -1.08  0.249
H 3.91 0.59 -1.06  0.274
H 1.08 1.74 -1.84  0.140
H 1.49 0.04 -1.83  0.170

Entry 2:
Formula: C22H23N3O5S
Source: the Open Molecules 2025 dataset
Level of theory: ωB97M-V/def2-TZVPD

Computed properties:
Charge = 0
DFT total energy = -48731.3912 eV
Energy relative to the best compared isomer or geometry (same formula, charge and spin) = 90.2 kJ/mol
E_HOMO = -8.29 eV
HOMO-LUMO gap = 8.22 eV

Last column: Mulliken charge in e.
Positions of all 54 atoms, in Å:
C -2.16 4.07 -4.28  -0.924
O -1.99 3.46 -3.02  -0.418
C -3.07 3.38 -2.18  0.766
C -4.33 3.88 -2.46  -0.478
C -5.35 3.75 -1.53  -0.668
C -5.12 3.13 -0.31  -0.799
C -3.86 2.64 -0.02  -0.489
C -2.83 2.75 -0.94  0.206
N -1.53 2.28 -0.72  0.057
C -1.00 1.70 0.38  -0.156
O -1.62 1.45 1.40  -0.696
C 0.49 1.41 0.23  1.073
C 1.28 2.70 0.47  -0.913
C 2.78 2.41 0.39  -0.407
C 3.14 1.33 1.41  -1.052
N 2.36 0.13 1.21  0.255
S 2.86 -0.87 -0.04  1.478
O 2.10 -0.67 -1.25  -0.727
O 4.29 -0.78 -0.12  -0.779
C 2.41 -2.46 0.65  -0.471
C 3.10 -2.89 1.79  -0.640
C 2.78 -4.10 2.35  -1.092
C 1.77 -4.90 1.79  0.796
N 1.44 -6.10 2.33  -0.075
C 0.47 -6.97 1.85  0.165
O 0.27 -8.02 2.42  -0.660
C -0.22 -6.49 0.67  -0.526
C 0.07 -5.31 0.10  -0.502
C 1.09 -4.45 0.64  0.919
C 1.43 -3.22 0.08  -0.449
C 0.93 0.35 1.23  -1.689
H -2.45 5.12 -4.18  0.358
H -1.19 4.01 -4.77  0.250
H -2.91 3.53 -4.88  0.361
H -4.54 4.36 -3.40  0.394
H -6.33 4.14 -1.76  0.378
H -5.91 3.04 0.41  0.375
H -3.66 2.15 0.92  0.521
H -0.92 2.43 -1.51  0.330
H 0.69 1.04 -0.78  0.509
H 1.01 3.46 -0.27  0.362
H 1.03 3.09 1.46  0.348
H 3.03 2.05 -0.61  0.313
H 3.35 3.32 0.59  0.425
H 4.19 1.04 1.30  0.465
H 2.96 1.68 2.43  0.425
H 3.87 -2.26 2.19  0.455
H 3.30 -4.45 3.23  0.366
H 1.94 -6.42 3.15  0.180
H -0.98 -7.15 0.27  0.418
H -0.46 -4.97 -0.78  0.425
H 0.93 -2.86 -0.81  0.551
H 0.45 -0.61 1.01  0.329
H 0.64 0.65 2.24  0.357

Entry 3:
Formula: C14H21Cl2F2N2O2P2
Source: the Open Molecules 2025 dataset
Level of theory: ωB97M-V/def2-TZVPD

Computed properties:
Charge = -1
DFT total energy = -70986.7521 eV
E_HOMO = -4.22 eV
HOMO-LUMO gap = 7.21 eV

Last column: Mulliken charge in e.
Positions of all 45 atoms, in Å:
C -1.68 0.17 3.07  -0.965
C -0.68 0.98 2.10  -0.496
P -0.99 0.75 0.25  0.391
C -2.34 -0.52 -0.13  -0.542
C -3.83 -0.05 0.35  -0.985
P 0.93 0.26 -0.68  -0.880
C 0.91 -1.49 0.08  0.650
C 1.69 -1.69 1.43  -0.137
C 1.62 -3.12 2.08  -0.702
C 0.79 -4.18 1.33  -0.221
N 0.09 -4.04 0.09  -0.617
C 0.16 -2.73 -0.47  -0.409
C 0.89 2.02 -1.54  -0.370
Cl 1.12 3.31 -0.24  -0.182
C -0.44 2.24 -2.43  0.442
C -1.35 3.48 -1.91  -1.158
Cl 0.12 2.77 -4.14  -0.260
N 2.60 0.06 -1.39  0.046
C 2.94 -1.31 -1.73  0.405
O 3.79 -2.04 -1.21  -0.511
F 2.15 -1.89 -2.80  -0.278
C 3.65 0.72 -0.61  0.393
O 4.15 0.34 0.45  -0.432
F 4.17 1.95 -1.15  -0.273
H -1.21 0.04 4.12  0.326
H -2.60 0.85 3.23  0.253
H -1.96 -0.87 2.69  0.167
H 0.41 0.74 2.39  0.341
H -0.81 2.10 2.34  0.413
H -2.29 -0.82 -1.23  0.415
H -2.12 -1.47 0.50  0.253
H -3.82 1.08 0.47  0.268
H -4.57 -0.43 -0.43  0.325
H -4.04 -0.57 1.36  0.190
H 1.58 0.81 0.51  0.218
H 0.32 -0.25 -1.91  0.075
H 2.25 -0.82 1.92  0.251
H 2.12 -3.37 3.07  0.287
H 0.73 -5.22 1.83  0.281
H -0.41 -2.57 -1.46  0.282
H 1.78 2.14 -2.26  0.539
H -1.05 1.29 -2.60  0.246
H -1.63 3.37 -0.81  0.263
H -0.76 4.45 -2.05  0.363
H -2.35 3.50 -2.50  0.335

Which formula does entry 1 have? C6H11NS

Look up the HOMO-LUMO gap of the first one. 9.60 eV

The lowest E_HOMO belongs to which entry? C6H11NS

What is the DFT total energy in the first record? -18722.9250 eV